## w
Below is 11 unconnected molecules or ions with the total composition C44H121N11O11, with properties calculated with wB97M-V/def2-TZVPD.

Atoms and positions in Å:
O 29.339 -3.870 2.214
O 26.176 8.356 3.573
O 20.328 -1.556 2.668
O 23.869 2.712 -4.778
O 25.705 -3.173 6.695
O 24.304 1.280 3.563
O 28.105 1.612 7.065
O 17.276 5.022 2.799
O 29.868 1.231 1.161
O 20.550 0.785 6.576
O 23.946 4.301 7.535
N 24.673 4.217 -1.514
N 23.410 -5.433 5.534
N 21.667 4.137 5.717
N 19.082 6.854 0.135
N 28.095 -0.479 2.831
N 28.882 2.846 -0.620
N 24.195 5.850 1.859
N 22.317 4.123 2.865
N 23.462 6.905 10.094
N 22.301 -2.883 1.249
N 27.957 1.853 9.777
C 21.708 -1.223 2.933
C 27.419 -1.796 1.012
C 26.342 -3.144 5.409
C 23.654 -4.619 6.736
C 25.201 -4.400 7.146
C 21.752 6.681 8.257
C 24.076 4.267 -2.839
C 22.836 2.783 2.710
C 22.956 6.015 9.031
C 28.134 2.890 0.571
C 25.281 0.862 4.491
C 24.808 5.435 -3.569
C 21.004 -0.589 6.579
C 26.917 1.866 0.415
C 20.770 3.148 6.188
C 25.798 9.663 3.520
C 17.343 5.221 -0.244
C 19.341 3.612 5.861
C 25.015 3.433 7.705
C 22.539 -2.522 2.683
C 24.082 -2.252 2.968
C 29.149 1.005 7.886
C 21.170 1.698 5.616
C 29.425 -2.495 2.429
C 24.242 6.970 2.667
C 19.418 -0.473 2.581
C 18.408 5.424 2.084
C 28.522 2.118 5.804
C 31.163 0.943 1.684
C 25.692 7.487 2.540
C 28.031 -1.871 2.410
C 27.331 -0.353 9.072
C 23.959 1.313 -5.234
C 29.267 2.449 1.605
C 16.837 6.037 3.660
C 28.485 0.610 9.268
C 23.042 2.472 1.186
C 24.168 5.476 8.259
C 30.281 -4.392 1.305
C 24.085 2.635 3.552
C 22.773 -5.277 7.852
C 24.085 6.676 4.164
C 24.487 2.869 -3.469
C 17.947 6.217 0.853
H 19.120 4.424 6.555
H 16.624 4.485 0.115
H 29.451 2.676 5.917
H 25.249 -4.468 8.232
H 21.067 7.159 8.957
H 28.782 1.274 5.165
H 19.076 5.978 2.743
H 20.835 -0.970 7.586
H 24.324 1.975 -2.868
H 20.944 1.419 4.587
H 19.597 6.091 -0.280
H 26.199 2.414 -0.196
H 19.543 -0.141 3.611
H 21.307 -2.904 1.072
H 15.996 5.532 4.135
H 29.956 1.723 8.033
H 22.231 2.852 0.565
H 30.218 -1.983 1.883
H 18.721 7.368 -0.656
H 22.272 -3.381 3.298
H 24.887 0.787 -5.458
H 16.507 6.856 3.021
H 25.823 7.997 1.586
H 26.319 6.595 2.536
H 26.538 1.431 1.339
H 24.952 5.349 9.007
H 23.939 3.189 4.480
H 30.375 -3.826 0.378
H 28.129 -1.401 0.286
H 27.281 1.084 -0.251
H 18.863 4.560 1.599
H 29.162 1.881 -0.725
H 25.845 -5.247 6.911
H 23.756 -6.347 5.789
H 29.844 3.153 -0.582
H 29.808 -2.344 3.438
H 20.782 -1.208 5.710
H 17.223 7.003 1.067
H 30.080 -5.393 0.924
H 24.234 -1.924 3.996
H 26.103 1.571 4.587
H 25.897 5.486 -3.549
H 24.760 9.923 3.313
H 24.952 3.111 3.094
H 26.394 -2.066 5.258
H 27.497 -2.511 3.113
H 27.464 -1.228 9.708
H 22.074 2.065 3.012
H 18.564 2.878 6.070
H 26.509 -1.197 0.985
H 22.680 -3.812 1.130
H 22.633 -4.613 8.705
H 23.285 -3.608 6.564
H 25.679 -0.113 4.208
H 25.976 3.906 7.503
H 24.433 6.269 7.560
H 21.907 -0.911 3.958
H 24.983 0.787 5.537
H 23.234 1.407 1.051
H 30.015 3.209 1.831
H 24.466 6.426 -3.269
H 22.486 3.965 6.282
H 27.151 -2.811 0.719
H 31.288 -4.341 1.717
H 31.800 1.802 1.476
H 27.190 1.707 10.417
H 24.548 5.317 -4.621
H 24.404 7.547 4.736
H 24.607 -1.639 2.236
H 19.109 3.955 4.853
H 21.997 -0.406 2.272
H 21.952 4.081 3.806
H 21.790 -5.534 7.457
H 25.560 3.037 -3.561
H 17.582 6.322 4.403
H 29.625 0.236 7.278
H 24.602 5.179 -1.214
H 27.379 -0.778 8.069
H 23.472 5.217 2.168
H 31.453 0.043 1.142
H 18.049 4.546 -0.729
H 27.656 2.119 8.850
H 22.251 1.649 5.742
H 27.777 2.666 5.226
H 21.421 4.025 2.409
H 20.725 3.281 7.269
H 23.614 7.860 9.802
H 25.869 9.926 4.576
H 28.670 -0.075 2.106
H 25.643 4.041 -1.732
H 27.854 3.933 0.720
H 23.275 0.754 -4.595
H 28.680 2.491 2.523
H 23.840 3.028 0.694
H 29.306 0.224 9.871
H 23.466 7.711 2.476
H 23.273 -6.162 8.246
H 24.681 5.813 4.462
H 26.371 0.096 9.327
H 22.396 5.211 9.507
H 22.159 7.466 7.620
H 27.192 -0.084 2.608
H 18.419 -0.859 2.374
H 22.081 -0.539 6.419
H 24.973 2.836 6.794
H 23.062 6.379 4.395
H 21.330 4.984 6.153
H 27.305 -3.640 5.526
H 22.830 6.942 10.881
H 24.054 -5.210 4.789
H 21.330 6.022 7.498
H 22.992 4.375 -2.886
H 16.824 5.643 -1.105
H 19.634 0.227 1.774
H 25.689 -3.755 4.785
H 25.051 5.319 1.929
H 23.395 1.272 -6.166
H 26.472 10.186 2.842
H 24.933 2.840 8.615
H 24.493 -3.260 2.911
H 31.014 0.686 2.733

Output
M = 980.52 g mol⁻¹
Highest occupied orbital energy = -8.2 eV
SMILES string = COC[C@H](C)N.COC[C@H](C)N.COC[C@H](C)N.COC[C@H](C)N.COC[C@H](C)N.COC[C@H](C)N.COC[C@H](C)N.COC[C@H](C)N.COC[C@H](C)N.COC[C@H](C)N.COC[C@H](C)N

Results of the Mulliken charge analysis, in e, for atoms 1 through 6: -0.3598, -0.4021, -0.4952, -0.3798, -0.2607, 2.0060

***

## x
Below is 11 unconnected molecules or ions with the total composition C44H121N11O11, with properties calculated with wB97M-V/def2-TZVPD.

Atoms and positions in Å:
O 14.716 16.360 12.781
O 18.466 19.738 19.063
O 24.094 16.817 18.942
O 18.500 17.724 11.453
O 21.680 15.988 14.558
O 24.334 13.071 10.240
O 15.896 21.340 15.922
O 21.966 22.267 12.318
O 17.466 11.723 18.159
O 12.914 15.648 17.426
O 21.734 11.644 16.237
N 16.025 17.469 8.822
N 17.893 18.517 14.651
N 21.230 13.343 18.524
N 24.629 16.026 10.451
N 19.022 13.915 15.853
N 22.964 19.593 12.550
N 18.842 15.987 18.743
N 14.466 13.339 18.438
N 24.096 14.933 15.762
N 15.947 15.396 15.319
N 17.619 9.048 17.508
C 19.711 13.994 13.487
C 15.259 21.128 17.172
C 15.245 8.658 17.848
C 19.741 17.439 10.745
C 18.483 21.009 14.644
C 24.003 14.939 17.233
C 23.108 12.359 10.016
C 21.296 10.928 15.068
C 16.165 20.184 15.229
C 12.299 12.174 18.750
C 20.089 14.199 14.975
C 16.483 10.782 18.567
C 12.343 16.950 17.631
C 15.727 14.565 14.130
C 16.715 19.649 10.004
C 24.914 16.079 8.062
C 21.743 12.010 18.520
C 23.105 20.364 11.329
C 24.851 13.927 9.213
C 12.372 14.661 18.290
C 17.568 12.667 19.199
C 24.300 15.316 9.192
C 21.458 11.437 19.881
C 21.909 21.253 11.338
C 17.355 17.337 10.773
C 13.018 13.310 18.011
C 17.024 18.206 9.562
C 18.298 17.253 19.263
C 15.420 13.094 14.610
C 17.684 19.836 15.269
C 23.736 16.403 17.617
C 20.422 15.669 15.189
C 13.657 16.777 11.940
C 21.181 11.081 17.444
C 23.137 19.401 10.045
C 16.324 9.672 17.510
C 18.977 18.464 18.625
C 25.235 14.425 17.909
C 18.266 17.095 20.766
C 19.166 20.845 18.562
C 21.903 17.370 14.530
C 23.053 16.591 19.883
C 20.861 23.146 12.182
C 14.518 15.001 13.295
H 20.062 18.340 18.855
H 15.920 17.770 7.842
H 14.422 14.296 12.510
H 21.098 13.704 17.584
H 21.630 9.919 15.128
H 16.510 17.232 11.498
H 20.621 15.803 16.267
H 18.352 20.994 13.515
H 15.192 15.213 15.968
H 21.048 20.641 11.613
H 25.990 15.955 7.959
H 20.877 23.684 13.151
H 15.373 12.369 13.808
H 20.385 11.570 20.078
H 18.282 12.277 19.946
H 22.997 20.008 9.157
H 15.088 7.985 16.974
H 21.747 21.736 10.354
H 22.155 17.261 19.713
H 23.516 18.761 12.656
H 23.352 15.274 15.175
H 25.180 14.810 18.923
H 22.096 12.011 20.579
H 18.912 14.677 13.202
H 25.956 13.958 9.348
H 21.655 11.435 14.158
H 21.051 23.764 11.346
H 18.791 21.724 19.069
H 18.353 9.716 17.664
H 15.522 8.028 18.684
H 18.733 18.143 15.118
H 18.121 14.209 15.559
H 12.577 17.464 16.734
H 17.287 17.256 18.833
H 14.914 14.119 17.989
H 19.750 16.411 10.484
H 16.504 20.293 9.195
H 22.641 16.671 17.456
H 18.212 18.546 13.694
H 24.012 20.964 11.255
H 15.912 16.368 15.082
H 23.507 16.722 20.833
H 19.844 15.996 18.825
H 15.796 20.302 14.210
H 19.302 20.924 17.497
H 17.836 17.935 21.366
H 17.735 8.484 16.727
H 17.600 20.027 10.563
H 17.533 16.317 10.471
H 22.256 13.037 10.005
H 20.071 11.102 17.434
H 18.883 18.365 17.501
H 16.145 12.825 15.386
H 16.605 12.778 19.738
H 24.228 15.568 11.217
H 19.506 12.947 13.229
H 18.988 12.990 16.159
H 21.529 17.905 13.642
H 24.146 18.895 10.013
H 20.169 10.749 15.081
H 16.674 14.478 13.592
H 23.306 20.201 13.342
H 20.588 14.267 12.852
H 19.578 20.916 14.679
H 12.538 14.929 19.331
H 26.181 14.704 17.432
H 19.869 18.044 9.931
H 20.344 13.462 18.944
H 12.636 17.502 18.572
H 15.162 17.390 9.287
H 18.058 13.577 18.844
H 11.306 14.696 18.116
H 13.910 17.736 11.578
H 23.112 11.773 9.128
H 19.603 16.306 14.742
H 14.549 13.270 19.451
H 21.664 10.400 19.982
H 17.826 16.142 21.043
H 23.180 14.369 17.606
H 21.607 17.900 15.451
H 15.944 19.723 10.789
H 15.536 22.059 17.674
H 13.594 15.008 13.771
H 24.480 15.808 7.120
H 15.493 11.169 18.663
H 23.205 15.337 9.088
H 15.577 19.381 15.685
H 24.633 13.332 8.262
H 20.231 20.724 18.934
H 24.681 17.157 8.285
H 11.509 11.743 18.143
H 24.222 17.083 16.935
H 12.924 13.083 16.917
H 19.283 17.009 21.183
H 13.516 16.100 11.084
H 23.011 17.442 14.388
H 12.750 16.829 12.521
H 25.244 13.347 17.912
H 16.874 10.304 19.480
H 20.977 13.543 15.122
H 11.883 12.522 19.720
H 13.061 11.402 19.003
H 16.043 10.051 16.495
H 22.638 15.553 19.699
H 25.649 15.850 10.594
H 18.678 15.929 17.712
H 19.885 22.604 12.122
H 22.821 12.035 18.297
H 14.453 13.065 15.137
H 17.979 21.922 15.072
H 17.841 19.737 16.337
H 14.346 9.166 18.066
H 22.304 18.674 10.057
H 14.168 20.992 17.014
H 22.892 11.735 10.886
H 20.504 17.536 11.491
H 15.722 20.278 17.680
H 21.607 10.079 17.646
H 24.370 14.019 15.379
H 17.879 18.313 8.927
H 11.255 16.813 17.499

Output
M = 980.52 g mol⁻¹
Highest occupied orbital energy = -8.2 eV
SMILES string = COC[C@H](C)N.COC[C@H](C)N.COC[C@H](C)N.COC[C@H](C)N.COC[C@H](C)N.COC[C@H](C)N.COC[C@H](C)N.COC[C@H](C)N.COC[C@H](C)N.COC[C@H](C)N.COC[C@H](C)N

Results of the Mulliken charge analysis, in e, for atoms 1 through 6: -0.1500, -0.4568, -0.5044, 0.2244, -0.4858, -0.3098

***

## y
Below is 11 unconnected molecules or ions with the total composition C44H121N11O11, with properties calculated with wB97M-V/def2-TZVPD.

Atoms and positions in Å:
O 0.960 10.862 4.191
O -1.766 -3.353 6.988
O 8.117 6.247 1.082
O 1.746 -7.088 -6.965
O -7.434 2.424 -1.211
O 7.671 2.417 7.965
O 0.304 8.429 -4.082
O -6.744 -7.803 -3.084
O 5.907 -4.636 6.313
O -6.058 -5.067 -10.690
O -0.291 1.125 1.889
N 1.417 -5.644 -3.514
N -3.893 -7.311 -2.141
N 8.624 3.193 10.278
N -5.211 -5.114 -7.894
N -0.979 -6.002 4.439
N -10.004 -0.009 -2.276
N -0.612 -1.505 0.697
N 8.052 4.962 -2.456
N -1.195 9.330 5.600
N -2.895 6.737 -5.104
N 4.260 -5.613 3.150
C -4.389 -8.720 -0.237
C 1.770 -6.865 -5.580
C 6.348 4.631 -0.831
C -6.299 -4.916 -12.068
C -6.210 -8.119 -1.816
C 9.029 2.175 8.180
C -9.961 2.422 -2.775
C 9.288 2.108 9.698
C -8.327 1.348 -1.083
C -9.151 1.175 -2.345
C -1.077 0.984 0.721
C -1.518 6.883 -4.747
C 2.794 -4.467 -5.199
C 0.403 -6.766 -7.594
C 2.343 10.423 4.157
C 0.622 9.502 -3.305
C 1.068 1.493 1.770
C -7.277 3.292 -0.043
C -4.704 -8.512 -1.739
C 8.544 5.800 -0.110
C 7.460 5.545 -1.275
C -1.807 -4.978 5.096
C 0.032 9.891 3.653
C -1.051 8.385 -4.532
C -0.651 6.212 -5.783
C -2.188 -2.137 6.379
C 7.417 3.223 6.815
C -1.022 7.354 4.024
C 5.894 -3.737 3.083
C -1.473 -0.413 -1.390
C -5.569 -3.865 -8.584
C -0.347 8.678 4.599
C -0.663 -0.237 -0.120
C 5.719 -3.815 7.423
C -2.975 -5.775 5.721
C -6.966 -8.944 -3.908
C 4.869 -4.583 5.286
C 1.586 -5.459 -4.954
C 5.416 -4.989 3.871
C -5.304 -4.030 -10.091
C -4.759 -2.646 -8.119
C 7.863 7.708 1.042
C -1.050 -4.241 6.254
C 8.559 0.917 10.418
H 6.234 -5.700 3.989
H 3.701 -4.805 -4.698
H 1.594 -4.803 -2.983
H 8.955 0.004 9.974
H 7.675 3.085 9.951
H -0.074 9.748 -2.504
H 7.161 6.525 -1.647
H -5.661 -3.133 -10.596
H -10.736 2.647 -2.043
H -1.434 0.508 -1.972
H -2.502 -0.701 -1.177
H 8.774 8.216 0.726
H 6.373 3.535 6.821
H -6.635 -3.636 -8.603
H -0.055 -1.251 1.500
H 7.835 5.497 -3.285
H 4.485 -3.573 5.142
H -0.343 6.978 3.258
H -1.329 6.152 -3.961
H -5.403 -4.804 -12.679
H -1.056 -1.252 -1.948
H -4.001 -7.311 -3.146
H -2.096 -4.154 4.444
H -2.057 0.787 1.155
H -3.276 -2.090 6.340
H 2.747 10.500 3.148
H 5.447 4.692 -1.441
H -0.884 6.565 4.763
H -0.911 5.200 -6.094
H 6.977 7.834 0.421
H 2.733 11.124 4.895
H 5.015 -3.097 2.997
H -1.593 8.691 -3.636
H 6.042 -3.965 2.028
H -6.941 -8.665 -4.961
H 7.743 8.075 2.061
H -8.434 0.919 -3.125
H 0.734 -4.862 -5.279
H -1.891 -1.330 7.048
H -4.510 -7.757 0.260
H -5.873 -5.384 -7.181
H -3.715 -2.956 -8.163
H 1.678 9.514 -3.034
H -7.770 0.427 -0.906
H -1.407 9.000 -5.359
H -0.689 -4.896 7.047
H -2.047 7.609 3.756
H 0.996 -7.542 -5.218
H -6.736 -8.926 -1.306
H -0.927 6.681 -6.727
H -7.957 -9.319 -3.653
H -6.302 -9.799 -3.786
H 3.919 -5.099 5.430
H -3.363 -9.056 -0.091
H -9.290 3.267 -2.619
H 1.583 0.621 1.366
H -6.887 -4.014 -12.240
H 7.645 2.682 5.896
H 10.361 2.180 9.875
H -4.801 -1.704 -8.666
H -2.474 -6.479 6.385
H 4.242 -5.879 2.176
H -7.999 4.109 -0.026
H -4.911 -2.579 -7.041
H -6.822 -5.829 -12.353
H 0.354 -0.011 -0.440
H 5.981 4.863 0.168
H 0.412 -6.710 -8.683
H 9.271 1.180 7.806
H -0.852 10.483 3.421
H 8.908 4.778 -0.006
H -4.986 -9.490 0.252
H -4.373 -6.432 -2.006
H -5.438 -5.919 -8.460
H 7.492 0.795 10.233
H -0.357 -7.483 -7.284
H -0.200 -3.659 5.897
H -1.822 -2.005 5.360
H 3.985 -6.416 3.698
H 1.345 2.405 1.242
H -4.241 -4.266 -10.142
H 2.688 -3.479 -4.751
H -1.244 1.905 0.163
H -3.187 5.781 -5.248
H -1.515 -1.617 1.136
H 2.926 -4.244 -6.258
H 4.802 -4.157 7.904
H -7.555 2.729 0.848
H -3.701 -5.291 6.375
H 8.976 4.013 9.806
H -0.842 10.275 5.641
H 0.492 -5.997 -3.311
H -9.399 -0.816 -2.319
H -6.234 3.607 -0.006
H 0.011 -5.820 -7.220
H 8.016 4.127 6.926
H 0.561 10.305 -4.040
H -3.180 7.308 -5.887
H 9.701 2.958 7.829
H -1.647 -6.328 3.755
H -3.578 -6.303 4.983
H 0.522 8.367 5.179
H 1.358 1.612 2.814
H 6.515 -4.088 8.116
H -0.268 -5.582 3.857
H 0.419 6.147 -5.584
H 0.400 9.399 2.753
H 6.757 -3.152 3.401
H 9.305 6.517 -0.421
H 7.525 4.105 -2.541
H 5.601 -2.739 7.290
H -8.988 1.441 -0.222
H 2.480 9.449 4.627
H -0.974 8.950 6.510
H -10.458 -0.075 -3.176
H 6.708 3.603 -0.776
H -6.361 -7.271 -1.148
H 8.790 0.888 11.483
H 2.692 -7.319 -5.217
H -4.494 -9.396 -2.342
H -10.211 2.537 -3.829

Output
M = 980.52 g mol⁻¹
Highest occupied orbital energy = -9.0 eV
SMILES string = COC[C@H](C)N.COC[C@H](C)N.COC[C@H](C)N.COC[C@H](C)N.COC[C@H](C)N.COC[C@H](C)N.COC[C@H](C)N.COC[C@H](C)N.COC[C@H](C)N.COC[C@H](C)N.COC[C@H](C)N

Results of the Mulliken charge analysis, in e, for atoms 1 through 6: -0.3311, -0.3788, -0.3402, -0.3476, -0.3024, -0.3367

***

Most stable structure among those shown: x.